Model P:
DFT (the ωB97M-V functional and the def2-TZVPD basis) results for a molecular structure, C5H6N2.

Each line ends with the natural charge from an NBO analysis.
Geometry (Å):
C: -1.167 -0.463 -0.084  -0.201
C: -1.329 1.051 0.244  -0.448
C: 0.134 0.830 0.470  0.392
N: 1.149 1.178 -0.254  -0.467
C: 1.860 -0.014 -0.387  -0.066
C: 1.217 -1.057 0.201  -0.122
N: 0.065 -0.535 0.809  -0.400
H: -0.686 -0.728 -1.039  0.210
H: -1.984 -1.138 0.157  0.208
H: -1.574 1.771 -0.537  0.238
H: -1.923 1.238 1.147  0.227
H: 2.770 -0.024 -0.971  0.212
H: 1.469 -2.108 0.244  0.219

Calculated values
- Net charge: 0
- Molecular weight: 94.1 g/mol



Model Q:
DFT (the ωB97M-V functional and the def2-TZVPD basis) results for a single C5H6N2 molecule.

Each line ends with the natural charge from an NBO analysis.
Geometry (Å):
C: -1.361 -1.468 1.371  -0.476
N: -1.275 -0.014 0.909  -0.304
C: -0.399 0.263 0.159  0.295
C: 0.612 -0.691 -0.102  -0.295
C: 1.632 -0.090 -0.815  -0.231
C: 0.997 1.234 -1.326  0.072
N: -0.099 1.404 -0.620  -0.413
H: -1.231 -2.210 0.503  0.207
H: -2.410 -1.759 1.740  0.224
H: -0.513 -1.350 2.232  0.229
H: 0.702 -1.689 0.529  0.236
H: 2.843 -0.319 -0.935  0.240
H: 1.337 2.112 -1.819  0.216

Calculated values
- Net charge: 0
- Molecular weight: 94.1 g/mol
- SMILES string: C/N=C1\C=CC=N1



Model R:
DFT (the ωB97M-V functional and the def2-TZVPD basis) results for 2 unconnected molecules or ions with the total composition C5H6N2.

Each line ends with the natural charge from an NBO analysis.
Geometry (Å):
C: -0.736 0.121 -2.221  0.116
C: -2.059 -0.663 -0.141  0.262
C: -1.666 0.332 -1.119  -0.262
C: 1.349 -0.223 0.404  -0.039
C: 1.765 0.444 1.641  -0.798
N: -1.971 0.187 -2.547  -0.264
N: -2.437 -1.412 0.642  -0.325
H: 0.342 -0.149 -2.387  0.259
H: -1.826 1.268 -0.691  0.207
H: 1.636 -1.317 0.392  0.096
H: 1.446 1.408 1.700  0.213
H: 2.833 0.212 1.918  0.259
H: 1.325 -0.208 2.410  0.276

Calculated values
- Net charge: 0
- Molecular weight: 94.1 g/mol



Model S:
DFT (the ωB97M-V functional and the def2-TZVPD basis) results for a single C5H6N2 molecule.

Each line ends with the natural charge from an NBO analysis.
Geometry (Å):
C: 1.021 -0.063 0.581  -0.216
C: 1.443 -0.496 -0.857  -0.440
C: -0.059 -0.443 -0.880  0.396
N: -0.848 0.489 -1.295  -0.467
C: -1.705 0.688 -0.213  -0.069
C: -1.357 -0.072 0.858  -0.121
N: -0.267 -0.878 0.465  -0.404
H: 0.496 0.894 0.727  0.210
H: 1.657 -0.147 1.446  0.210
H: 1.999 0.169 -1.518  0.238
H: 1.840 -1.521 -0.899  0.230
H: -2.478 1.438 -0.284  0.213
H: -1.742 -0.061 1.869  0.221

Calculated values
- Net charge: 0
- Molecular weight: 94.1 g/mol



Least stable structure among those shown: model R.